(1)
Entry from OMol25: a structure of composition C48H43AgF15GePS2 in a non-equilibrium geometry (ωB97M-V/def2-TZVPD).

Structure (XYZ):
```
111
Properties=species:S:1:pos:R:3:forces:R:3
Ag 0.23706 1.19780 0.00186 0.326 0.072 -0.048
C -1.19794 2.92785 0.66532 0.132 0.267 0.125
C -0.78658 2.84599 2.05693 0.144 0.124 -0.300
C 0.06910 3.93080 2.32671 -0.528 0.111 -0.175
C 0.16015 4.74138 1.14499 -0.360 -0.262 0.107
C -0.60783 4.13461 0.14162 0.334 -0.087 0.295
C -0.90143 4.73824 -1.20598 0.230 -0.289 -0.206
C 0.84543 6.08358 1.01226 0.057 -0.357 0.264
C 0.65807 4.24022 3.68343 0.294 0.010 -0.094
C -1.30452 1.85627 3.07840 -0.286 0.012 -0.108
C -2.50088 2.37764 0.11592 -0.140 -0.317 0.205
H -1.30534 3.97274 -1.89733 0.207 0.410 0.265
H 0.02206 5.15999 -1.66532 -0.573 -0.124 0.169
H -1.65254 5.54147 -1.12373 0.188 -0.071 -0.145
H 1.37844 6.16003 0.05179 -0.104 0.117 0.190
H 1.58674 6.21779 1.82196 -0.246 0.077 -0.359
H 0.11292 6.91094 1.07867 0.338 -0.176 -0.084
H 1.38533 3.45916 4.01673 -0.393 0.506 -0.090
H -0.13670 4.31024 4.44905 0.310 -0.087 -0.153
H 1.18260 5.22041 3.67024 -0.205 -0.584 0.068
H -0.54392 1.11963 3.37326 -0.156 0.092 0.067
H -2.16799 1.28997 2.68386 0.419 0.162 0.074
H -1.66831 2.35850 3.99797 0.271 -0.116 -0.326
H -2.49254 2.27968 -0.98294 -0.004 0.018 0.371
H -3.35174 3.02409 0.39412 0.108 -0.070 -0.104
H -2.71013 1.37369 0.52215 0.045 0.383 -0.256
F -3.50130 -4.69755 0.45582 0.238 0.057 -0.724
C -3.05519 -4.51110 -0.82340 0.389 -0.257 -0.124
C -2.90600 -3.24281 -1.36989 -0.697 -0.263 -0.412
C -2.45288 -3.18104 -2.69323 0.494 -0.498 0.301
F -2.29635 -1.98314 -3.30259 -0.091 -0.709 0.231
C -2.07735 -4.32701 -3.39559 0.105 -0.032 -0.064
F -1.60237 -4.24552 -4.66231 -0.205 -0.047 0.484
C -2.17245 -5.59043 -2.79096 -0.173 0.339 -0.384
F -1.81702 -6.71334 -3.47285 -0.167 0.740 0.435
C -2.68653 -5.67659 -1.50936 0.079 -0.175 0.334
F -2.77759 -6.90308 -0.92154 -0.041 0.624 -0.244
Ge -3.15944 -1.46806 -0.40391 0.475 0.655 0.357
S -0.25197 -1.15472 -0.83563 -0.611 0.092 0.360
C -4.26427 -2.10558 1.19785 -0.845 -1.076 -0.056
C -3.71235 -2.05590 2.47007 -0.148 0.380 -0.093
F -2.41317 -1.68767 2.62145 -0.712 -0.200 0.154
C -4.46124 -2.31274 3.61900 0.057 -0.161 0.284
F -3.92241 -2.19066 4.86364 -0.249 -0.070 -0.666
C -5.79163 -2.71651 3.50213 0.375 0.227 -0.236
F -6.52700 -2.92883 4.61688 0.183 -0.002 -0.457
C -6.34392 -2.86323 2.22961 -0.550 0.038 0.066
F -7.66050 -3.22245 2.12313 0.824 0.083 0.074
C -5.57573 -2.58742 1.10224 0.131 0.116 0.223
F -6.17776 -2.82068 -0.11043 0.491 0.222 0.945
C -4.77335 -0.64358 -1.34846 -1.380 -0.718 0.075
C -5.45902 0.30155 -0.57327 0.632 0.663 -0.303
F -5.07868 0.55948 0.72658 -0.376 -0.270 -1.117
C -6.43874 1.13944 -1.09695 0.049 0.007 0.144
F -6.98829 2.12705 -0.34703 0.139 -0.459 -0.381
C -6.84055 0.96681 -2.41844 -0.167 -0.155 0.217
F -7.80801 1.76344 -2.93373 0.382 -0.263 0.069
C -6.30147 -0.07290 -3.17019 0.171 -0.339 -0.080
F -6.76028 -0.27174 -4.43573 0.158 0.054 0.551
C -5.32161 -0.91052 -2.61440 0.027 1.034 0.376
F -4.90111 -1.95644 -3.36776 -0.293 0.532 0.279
S 1.33775 -1.95773 -1.78905 1.131 -0.146 -0.793
C 1.60918 -3.57898 -1.17560 -0.196 0.118 0.122
C 0.61100 -4.31251 -0.53873 -0.365 -0.047 0.203
C 0.85313 -5.62771 -0.14798 -0.105 0.099 -0.043
C 2.11532 -6.18398 -0.34364 -0.082 -0.504 0.218
C 3.12050 -5.42978 -0.93561 0.407 -0.095 -0.203
C 2.87457 -4.14207 -1.37521 0.032 0.188 -0.162
H -0.35955 -3.82612 -0.35859 0.480 -0.297 -0.129
H 0.03635 -6.21545 0.28632 0.370 0.199 -0.075
H 2.32310 -7.21502 -0.04005 -0.112 0.355 -0.059
H 4.12332 -5.84465 -1.07249 -0.327 0.004 0.050
H 3.65334 -3.55900 -1.88629 -0.322 -0.201 0.307
C 3.13460 3.56695 -1.21676 0.368 0.225 0.681
C 3.73687 2.79055 0.01581 0.612 0.785 -0.113
C 5.28171 2.79060 -0.16710 -0.065 -0.346 0.275
C 3.42754 3.57151 1.31857 0.194 0.047 -0.152
P 2.90382 1.10843 -0.00058 -0.370 0.285 0.280
C 3.75801 0.40198 -1.44537 0.293 -0.083 -0.055
C 3.06595 0.44320 -2.66121 0.053 0.055 0.262
C 3.63129 -0.08631 -3.80918 0.323 0.012 -0.413
C 4.91804 -0.63276 -3.75305 -0.179 -0.022 -0.231
C 5.62593 -0.64980 -2.55157 0.327 -0.186 -0.024
C 5.05387 -0.13261 -1.39656 -0.283 0.154 0.021
C 3.36222 0.04576 1.50836 -0.107 0.119 0.247
C 3.53136 -1.42000 1.03921 0.092 -0.071 0.423
C 2.10312 0.08726 2.43822 0.372 0.189 -0.134
C 4.57893 0.48977 2.35403 0.029 -0.315 -0.241
H 3.57294 4.59784 -1.23258 -0.378 -0.702 0.064
H 2.04046 3.63227 -1.15375 0.184 0.075 0.117
H 3.39601 3.08459 -2.16336 0.032 -0.018 0.135
H 5.64015 3.83137 -0.09469 -0.082 -0.271 -0.086
H 5.56497 2.37881 -1.14739 -0.013 0.201 0.322
H 5.80255 2.20430 0.62629 -0.385 0.440 -0.570
H 3.72600 4.62953 1.17895 -0.093 -0.404 0.027
H 3.99067 3.18618 2.18954 -0.272 0.175 -0.514
H 2.36298 3.56847 1.55014 -0.117 -0.059 0.005
H 2.05976 0.87232 -2.67440 0.253 -0.240 -0.024
H 3.07018 -0.08448 -4.75477 0.296 -0.009 0.503
H 5.36294 -1.04968 -4.66264 -0.123 0.116 0.362
H 6.63814 -1.07361 -2.50399 -0.446 0.171 -0.112
H 5.61292 -0.12522 -0.45063 -0.270 -0.056 -0.534
H 2.79327 -1.66358 0.26392 0.270 -0.023 0.138
H 3.33828 -2.08335 1.90479 0.064 0.243 -0.316
H 4.55112 -1.65360 0.67872 -0.552 0.195 0.056
H 1.20605 -0.28708 1.92418 0.245 0.071 0.077
H 1.89995 1.10616 2.81050 0.023 -0.258 -0.217
H 2.28961 -0.55925 3.30796 -0.003 0.094 -0.125
H 5.52280 0.53598 1.77575 -0.487 -0.088 0.289
H 4.69526 -0.27319 3.13688 0.138 0.153 -0.047
H 4.41967 1.45443 2.85200 0.043 -0.315 -0.182
```
Positions in Å, forces in eV/Å.

Charge: -2
Gap between HOMO and LUMO, Eh: 0.1975
Energy above the lowest of the compared OMol25 structures with the same formula, charge and spin, kJ/mol: 0.00
LUMO energy, eV: 3.852



(2)
Entry from OMol25: a structure of composition C48H44N3NdO2S2 in a non-equilibrium geometry (ωB97M-V/def2-TZVPD).

Structure (XYZ):
```
100
Properties=species:S:1:pos:R:3:forces:R:3
Nd 1.73387 0.31710 0.25201 -0.286 0.781 -0.473
O 2.16917 -1.13526 1.66901 -0.005 0.125 0.334
C 2.33227 -2.48540 1.92761 -0.849 0.153 -0.340
C 3.08170 -3.05105 0.68989 1.106 -0.670 0.738
C 2.24066 -3.29385 -0.49391 -0.382 0.096 -0.629
C 2.00264 -4.61122 -0.94045 -0.118 1.158 -0.275
C 1.25460 -4.73212 -2.11101 0.157 -0.737 0.490
C 0.75699 -3.59702 -2.70976 -0.784 -0.360 -0.380
C 0.98555 -2.34240 -2.17918 0.393 0.340 -0.047
C 0.54575 -1.12619 -2.95439 0.074 -0.576 0.422
C -0.48271 -0.07002 -2.51443 -0.774 -0.135 -0.413
O -0.12627 0.71285 -1.37081 0.332 -0.326 0.409
C -1.87967 -0.58952 -2.27398 0.181 -0.922 0.722
C -2.94530 0.28363 -2.30110 -0.324 0.190 -0.270
C -4.22517 -0.17089 -2.03051 -0.434 0.479 0.312
C -4.45437 -1.48206 -1.63244 -0.125 0.308 -0.315
C -3.38373 -2.34633 -1.52829 0.188 -0.185 0.362
C -2.10247 -1.88802 -1.80535 -0.350 0.239 -0.371
C -0.44699 0.85311 -3.71838 -0.175 0.266 -0.649
C 0.53996 1.80761 -3.84718 0.222 0.820 -0.326
C 0.67219 2.56584 -5.02544 -0.514 -0.543 0.175
C -0.20114 2.36649 -6.09668 0.251 -0.428 0.845
C -1.18478 1.38247 -5.96765 0.126 0.570 -0.490
C -1.28215 0.63792 -4.81577 -0.154 -0.139 0.317
N 1.77048 -2.18480 -1.11183 -0.016 -0.283 0.383
C 3.10159 -2.59238 3.22869 1.065 -0.294 -0.684
C 4.49953 -2.54970 3.17435 -0.632 0.049 -0.022
C 5.24734 -2.63903 4.33127 0.047 -0.054 -0.087
C 4.60970 -2.77005 5.54682 -0.843 0.276 -0.175
C 3.21277 -2.75185 5.59711 0.585 -0.043 0.899
C 2.46388 -2.65814 4.44963 -0.068 -0.192 -0.246
C 0.97715 -3.19659 2.04158 0.673 -0.443 0.361
C -0.25256 -2.57732 1.98909 -0.648 -0.104 0.300
C -1.40288 -3.36418 2.19021 0.044 0.481 -0.259
C -1.31591 -4.72724 2.37170 -0.210 -0.259 -0.048
C -0.08415 -5.35544 2.38723 0.375 -0.032 -0.055
C 1.04793 -4.57542 2.26575 0.554 -0.354 0.057
H 3.60390 -3.99294 0.88162 -0.069 0.065 0.406
H 3.87020 -2.33237 0.45565 -0.076 0.040 -0.124
H 2.41616 -5.44440 -0.36973 -0.204 0.217 -0.347
H 1.02064 -5.70518 -2.55964 0.202 0.348 0.304
H 0.09124 -3.71577 -3.56337 0.280 0.187 0.035
H 0.19310 -1.52578 -3.90246 -0.028 0.285 -0.188
H 1.42710 -0.53446 -3.15666 0.535 0.007 -0.214
H -2.76349 1.32662 -2.53879 -0.136 -0.098 -0.129
H -5.05012 0.54079 -2.07868 0.132 -0.225 0.022
H -5.45712 -1.80578 -1.39669 -0.079 -0.057 -0.009
H -3.53494 -3.36006 -1.15645 0.097 0.215 -0.126
H -1.28191 -2.53952 -1.59858 0.304 -0.257 -0.079
H 1.19666 2.00896 -3.00963 0.122 0.064 -0.035
H 1.45079 3.30493 -5.08778 0.160 0.182 0.009
H -0.09387 2.93798 -7.00215 -0.050 0.135 -0.157
H -1.90024 1.21767 -6.76955 0.173 -0.050 0.057
H -2.04451 -0.11905 -4.76354 -0.181 -0.190 0.046
H 4.97648 -2.42214 2.21373 0.185 -0.088 0.041
H 6.32046 -2.61975 4.28381 0.307 0.030 -0.021
H 5.17610 -2.82620 6.44869 0.284 -0.115 0.494
H 2.72980 -2.81643 6.56906 -0.021 -0.004 -0.160
H 1.38929 -2.67086 4.46967 -0.291 0.016 0.171
H -0.35183 -1.49816 1.86770 0.134 -0.386 -0.063
H -2.38777 -2.91006 2.17651 0.108 0.134 0.014
H -2.19228 -5.34038 2.51262 -0.282 0.115 -0.042
H -0.02182 -6.43783 2.47743 0.071 0.216 0.165
H 2.04393 -5.03135 2.38963 -0.517 0.159 -0.205
C 2.32234 0.81426 4.21261 -0.103 0.211 0.322
S 0.68227 0.91575 3.46734 0.191 -0.088 -0.291
C 0.12075 2.37662 4.33665 -1.107 -0.215 0.234
H 2.81524 1.79345 4.14455 -0.070 -0.329 0.054
H 2.86226 0.06797 3.65093 0.251 -0.115 -0.109
H 2.24365 0.47801 5.25592 0.043 0.215 -0.270
H 0.25031 2.20924 5.39949 0.046 0.042 0.208
H -0.94890 2.55040 4.14893 0.357 -0.280 0.035
H 0.62047 3.26762 4.03718 0.665 0.626 -0.281
N -0.44352 0.00336 -0.10164 0.240 0.315 -0.302
S -0.30143 3.93885 0.28496 0.809 0.090 -0.577
C -0.66592 4.53232 -1.36841 0.423 0.240 0.236
C 0.19460 5.46834 -1.92720 -0.057 0.455 -0.827
C -0.00745 5.89707 -3.25398 0.358 -0.304 0.887
C -1.07032 5.40046 -3.97894 0.430 0.350 -0.056
C -1.92859 4.48437 -3.42169 -0.708 -0.799 -0.228
C -1.71468 4.04355 -2.12838 -0.435 -0.433 0.242
C -1.87082 3.71490 0.99092 -0.894 -0.817 0.305
C -2.92358 4.60821 0.78942 0.341 -0.159 0.479
C -4.11947 4.38929 1.43553 -0.681 0.261 0.008
C -4.30359 3.31654 2.29262 0.299 -0.098 -0.170
C -3.28472 2.39888 2.47262 0.228 0.514 -0.335
C -2.08365 2.57834 1.80003 0.285 -0.097 -0.377
H -1.38361 0.30450 0.11916 -0.181 0.089 -0.017
H 1.00894 5.90247 -1.36893 0.126 -0.163 0.206
H 0.69646 6.58857 -3.71047 -0.166 -0.024 0.151
H -1.19849 5.72698 -4.98537 -0.176 0.130 -0.613
H -2.72847 4.04628 -4.04577 0.396 0.306 0.555
H -2.36677 3.31122 -1.66560 -0.055 -0.011 -0.163
H -2.79543 5.48969 0.18583 0.093 0.089 -0.226
H -4.94629 5.07605 1.27191 0.140 -0.023 0.043
H -5.23614 3.17918 2.79128 -0.528 -0.020 0.262
H -3.41232 1.55664 3.12295 -0.078 -0.368 0.175
H -1.33086 1.77995 1.86573 -0.137 0.652 -0.062
N 3.78517 3.50611 -0.38101 -0.587 -0.828 0.107
C 3.16110 2.53258 -0.21499 0.397 0.392 -0.038
```
Positions in Å, forces in eV/Å.

Multiplicity: 4
Charge: 0
Gap between HOMO and LUMO (alpha / beta), Eh: 0.2938 / 0.2948
LUMO energy (alpha / beta), eV: 0.131 / 0.157



no.,energy (eV),molecular weight (g mol⁻¹)
1,-182710.043,1180.43
2,-96003.059,903.27